Below is a structure of composition FH2OSr, with properties calculated with ωB97M-V/def2-TZVPD.

CARTESIAN COORDINATES (ANGSTROEM)
H: -0.89998 -0.04813 -0.33200
O: -1.08617 0.88753 -0.54330
H: -0.93650 0.97762 -1.48824
F: 0.55370 -1.16031 0.73941
Sr: 2.36894 -0.65671 1.62414

Properties
⟨S²⟩: 0.7501
LUMO level (spin up / spin down): 0.04 / -0.04 eV
Spin multiplicity: 2
HOMO level (spin up / spin down): -5.31 / -10.79 eV

Quick look at the Mulliken charges, all values in e:
1 H 0.322
2 O -0.645
3 H 0.301
4 F -0.839
5 Sr 0.860